# 1
Entry from OMol25: a structure of composition C54H48ClN7OPbSi (wB97M-V/def2-TZVPD).

Values from the calculation:
Gap between HOMO and LUMO   6.6 eV
Max |F|   1.10 eV/A
Energy relative to the best compared isomer or geometry (same formula, charge and spin)   103.2 kJ/mol
2S+1   1

Structure (XYZ):
```
113
Properties=species:S:1:pos:R:3:lowdin_charge:R:1
H -3.121 -6.612 -0.341 0.10
C -4.931 -4.187 1.157 -0.08
C 0.199 -2.000 -4.312 -0.05
N 0.779 1.580 -2.735 -0.07
H -1.766 6.976 -0.087 0.10
H 0.430 -6.014 -0.724 0.09
H -2.543 -1.424 -3.559 0.13
C 1.508 -0.592 2.735 -0.13
C -3.348 -5.678 0.157 -0.08
Pb 0.655 0.650 -0.520 1.46
C -4.687 0.244 -3.798 -0.06
C -1.189 4.940 -0.358 0.00
C 3.657 3.162 0.973 -0.04
H -3.763 2.071 2.550 0.11
C 2.855 -5.262 0.767 -0.05
C -2.298 -1.288 3.749 -0.11
C -3.913 -3.282 1.416 -0.09
H 1.672 4.643 -5.971 0.11
C -0.689 3.725 0.210 -0.37
C -1.488 2.268 -3.405 -0.03
C -2.951 -0.462 4.649 -0.09
C 2.535 -2.214 1.101 -0.21
C -4.654 -5.388 0.521 -0.09
C 3.550 -2.491 2.152 -0.03
N 0.363 1.449 2.002 0.03
C -2.592 -3.540 1.032 -0.25
H 1.704 -3.595 -4.545 0.09
C -2.806 1.932 -3.622 -0.03
Cl -1.327 7.522 2.687 0.63
H 0.571 -6.475 1.642 0.09
C -1.028 6.094 1.734 -0.69
H 4.099 3.520 1.886 0.10
C 3.321 1.851 0.651 -0.16
C 0.537 0.864 4.380 -0.04
C -0.928 -0.048 -3.306 -0.17
H -0.171 1.643 4.627 0.11
H -0.413 -5.017 1.855 0.05
H 4.430 5.815 -5.350 0.08
H -2.626 0.595 0.954 0.10
H 2.632 -1.328 5.862 0.11
C 1.707 -2.278 -2.744 -0.16
H 3.515 -4.750 0.063 0.09
C 0.607 -5.397 1.810 -0.03
C 1.882 4.306 -4.962 -0.05
H 0.078 -4.288 -0.970 0.07
H -0.187 5.019 3.356 0.11
H -4.159 -2.353 1.914 0.09
N 2.773 1.788 -0.567 -0.05
C 1.427 -4.705 0.708 -0.53
H 4.052 -2.355 4.189 0.11
H 0.533 2.673 -5.099 0.11
H 1.069 -5.221 2.783 0.09
C 1.281 -2.784 -3.978 -0.06
C -3.352 1.129 2.893 -0.07
H -1.435 4.922 -1.412 0.11
H -3.964 1.411 4.930 0.10
N 0.027 -1.108 -3.314 -0.09
C 1.415 -3.230 0.990 -0.12
C 1.437 2.700 -3.158 -0.23
H 3.435 0.956 1.243 0.11
H -5.450 -6.090 0.309 0.10
N 2.765 3.048 -1.045 -0.06
C -2.264 -0.376 -3.510 0.00
C 3.589 6.161 -4.744 -0.06
C 2.070 -0.823 5.085 -0.04
C -2.707 0.292 1.993 -0.11
C 1.136 0.151 5.397 -0.07
C -2.337 -4.760 0.403 -0.11
H -1.198 3.307 -3.346 0.11
O -0.592 2.688 -0.524 -0.21
H 3.826 4.996 -2.329 0.11
C -3.470 0.755 4.224 -0.09
H -5.946 -3.936 1.437 0.10
C 2.256 -1.198 3.762 -0.16
H -4.851 -0.409 -4.657 0.08
C -3.231 0.603 -3.649 -0.28
H 3.001 -1.978 0.137 0.14
C 3.345 -2.107 3.407 -0.02
C 2.820 4.991 -4.188 -0.29
C 0.487 -2.304 1.292 -0.17
H 1.634 -4.947 -1.446 0.08
N 1.474 -1.189 1.426 -0.08
H -5.287 1.144 -3.928 0.07
H 2.953 6.777 -5.380 0.07
H -1.335 -4.996 0.078 0.05
H 2.541 -2.599 -2.141 0.10
C 0.850 -5.006 -0.692 -0.04
Si -1.393 -2.074 1.136 0.77
H 3.274 -5.171 1.769 0.08
H -5.044 -0.282 -2.910 0.08
C 3.063 4.504 -2.922 0.00
H 0.555 2.989 3.339 0.12
H 4.422 -3.062 1.861 0.11
C -1.367 6.081 0.372 -0.10
C 2.399 3.397 -2.385 -0.10
H 2.833 -6.321 0.502 0.09
C -0.473 4.989 2.311 -0.08
C -0.496 1.294 -3.185 -0.31
H -1.551 -1.436 -0.196 0.01
C 3.275 3.898 -0.129 -0.05
C -0.295 3.786 1.588 -0.13
C 0.795 0.583 3.026 -0.21
H -1.900 -2.239 4.091 0.11
N 0.938 -1.273 -2.350 -0.01
C 0.232 2.692 2.336 -0.10
H 3.319 4.960 -0.288 0.13
H -3.539 2.720 -3.754 0.11
H -0.438 -1.995 -5.180 0.13
C 1.235 3.201 -4.468 -0.02
C -2.157 -0.923 2.408 -0.31
H 3.986 6.787 -3.945 0.07
H -3.064 -0.766 5.682 0.10
H 0.908 0.384 6.429 0.11
```

***

# 2
Entry from OMol25: a structure of composition C8H23BN3O6Pd (wB97M-V/def2-TZVPD).

Values from the calculation:
Gap between HOMO and LUMO (alpha / beta)   6.1 / 6.4 eV
Max |F|   9.57 eV/A
<S²>   2.008
Energy relative to the best compared isomer or geometry (same formula, charge and spin)   396.2 kJ/mol
2S+1   3
Total charge   -1

Structure (XYZ):
```
42
Properties=species:S:1:pos:R:3:nbo_charge:R:1
H -2.049 0.548 -0.575 0.25
H 3.752 2.082 1.460 0.44
C -5.201 -1.815 -0.181 -0.25
Pd 1.059 -0.103 -0.268 1.17
N 4.304 2.038 0.615 -0.82
C 2.196 -1.287 1.798 0.90
O 2.304 -1.637 0.668 -0.73
H -6.036 -1.169 -0.451 0.19
N -0.952 -1.004 0.591 -0.61
H 0.885 0.941 -2.149 0.00
C -1.829 0.209 0.438 -0.25
H 0.022 3.781 0.860 0.17
H 4.657 0.790 -2.132 0.42
C 0.672 2.912 0.761 -0.26
H -0.437 -0.015 -1.898 -0.03
H 1.494 3.013 0.053 0.21
N 4.912 1.310 -1.304 -0.83
H -0.830 -2.996 -0.051 0.22
H 0.976 -0.891 -2.145 0.00
H -2.761 0.099 0.992 0.18
H -5.406 -2.678 -0.815 0.16
H -5.204 -2.102 0.870 0.16
H -3.154 -3.368 -0.840 0.17
C 3.914 1.470 -0.494 0.78
O 0.012 1.710 0.367 -0.56
B 0.471 0.001 -2.481 -0.90
H 1.177 2.625 1.684 0.19
H -0.833 1.323 2.165 0.18
H -1.111 -1.988 -1.329 0.24
C -1.407 -2.102 -0.287 -0.26
H -1.745 2.290 1.306 0.16
C -1.130 1.410 1.120 -0.07
O -3.880 -1.395 -0.556 -0.55
O 2.835 0.989 -0.696 -0.66
O 1.761 -0.115 1.925 -0.80
H -3.195 -2.731 0.795 0.15
H 0.187 0.087 -3.518 0.02
O 2.549 -1.951 2.739 -0.79
H 5.285 2.257 0.517 0.37
H -1.124 -1.325 1.533 0.38
H 5.813 1.269 -0.849 0.37
C -2.955 -2.481 -0.239 -0.08
```

***

# 3
Entry from OMol25: a structure of composition C4H7NO2 (wB97M-V/def2-TZVPD).

Values from the calculation:
Gap between HOMO and LUMO   10.3 eV
Max |F|   1.30 eV/A
Energy relative to the best compared isomer or geometry (same formula, charge and spin)   551.4 kJ/mol
2S+1   1

Structure (XYZ):
```
14
Properties=species:S:1:pos:R:3:nbo_charge:R:1
C 0.010 -1.362 -0.621 -0.45
O 1.931 1.839 0.303 -0.66
C -1.277 -0.843 0.107 -0.40
C 0.591 0.014 -0.376 0.27
N 1.763 0.494 -0.190 -0.26
C -0.745 0.626 0.016 0.06
H -1.312 -1.156 1.156 0.23
H -1.216 1.176 -0.821 0.18
H 0.535 -2.215 -0.173 0.23
H -2.235 -1.048 -0.383 0.22
H 0.105 1.863 1.197 0.51
H -0.160 -1.569 -1.687 0.23
O -0.742 1.357 1.218 -0.71
H 2.751 0.822 0.255 0.56
```

***

# 4
Entry from OMol25: the molecule C2H4ClNS (wB97M-V/def2-TZVPD).

Values from the calculation:
Gap between HOMO and LUMO   9.6 eV
Max |F|   4.39 eV/A
Energy relative to the best compared isomer or geometry (same formula, charge and spin)   161.4 kJ/mol
2S+1   1
SMILES   S/N=C\CCl

Structure (XYZ):
```
9
Properties=species:S:1:pos:R:3:nbo_charge:R:1
C -0.537 -0.472 0.143 0.06
H -1.434 1.244 0.733 0.23
Cl -1.459 1.032 -1.584 -0.07
N 0.538 -1.140 0.329 -0.50
H 2.679 -1.663 0.161 0.11
H 0.166 1.660 0.016 0.25
S 2.119 -0.611 -0.290 0.14
H -1.414 -0.991 0.462 0.20
C -0.659 0.941 0.030 -0.42
```